Formula: C3H5Cl
Source: the OMol25 dataset
Level of theory: ωB97M-V/def2-TZVPD

Last column: Mulliken charge in e.
Geometry (Å):
C (0.443, -1.501, 0.363)  -0.482
C (0.424, -0.247, 0.132)  0.363
C (0.097, 1.098, 0.042)  -0.821
Cl (2.886, -0.081, -0.152)  -0.532
H (1.446, -1.827, 0.522)  0.284
H (-0.380, -2.151, 0.330)  0.289
H (0.641, 1.686, 0.808)  0.293
H (0.344, 1.585, -0.925)  0.290
H (-1.033, 1.173, 0.207)  0.316

Net charge   0
Energy relative to the best compared isomer or geometry (same formula, charge and spin)   51.83 kcal per mole
Max |F|   0.066 Eh/bohr
Frontier orbital gap   0.3173 hartree
Calculated total energy   -15711.598 eV



Formula: C4H8O2
Source: the OMol25 dataset
Level of theory: ωB97M-V/def2-TZVPD

Last column: Mulliken charge in e.
Geometry (Å):
O (0.459, -0.805, 2.088)  -0.549
C (-0.044, 0.109, 1.142)  0.370
C (0.954, 0.563, 0.059)  -0.865
C (-0.167, 0.386, -0.993)  0.309
O (0.106, -0.371, -2.148)  -0.556
C (-0.987, -0.406, 0.035)  -1.089
H (-0.127, -1.568, 2.115)  0.297
H (-0.479, 0.973, 1.662)  0.272
H (1.748, -0.177, -0.076)  0.274
H (1.385, 1.560, 0.181)  0.273
H (-0.637, 1.345, -1.252)  0.318
H (0.643, 0.164, -2.745)  0.303
H (-0.848, -1.476, -0.152)  0.343
H (-2.054, -0.180, 0.126)  0.301

Net charge   0
Energy relative to the best compared isomer or geometry (same formula, charge and spin)   38.45 kcal per mole
Max |F|   0.007 Eh/bohr
SMILES string   O[C@H]1C[C@@H](O)C1
Frontier orbital gap   0.3949 hartree
Calculated total energy   -8371.614 eV



Formula: C36H47As3HfN2O3PSe2Te2
Source: the OMol25 dataset
Level of theory: ωB97M-V/def2-TZVPD

Last column: Mulliken charge in e.
Geometry (Å):
Hf (0.275, -0.435, 0.080)  -0.063
C (-0.767, 2.713, -2.636)  -1.549
As (0.516, 1.344, -2.054)  2.008
C (2.053, 2.554, -1.987)  -1.192
C (1.139, 0.484, -3.738)  -0.928
C (0.237, -0.416, -4.595)  2.776
C (-1.095, 0.299, -4.861)  -1.562
C (-0.036, -1.774, -3.944)  -1.143
As (-1.042, -1.777, -2.245)  1.063
C (-0.940, -3.707, -1.957)  -1.391
C (-2.891, -1.820, -2.936)  -1.588
C (0.910, -0.641, -5.965)  -2.262
As (2.748, -1.358, -6.326)  0.318
C (3.104, -2.668, -4.906)  -0.748
C (3.888, 0.078, -5.603)  -0.901
H (-0.452, 3.145, -3.583)  0.484
H (-0.751, 3.482, -1.866)  0.504
H (-1.779, 2.325, -2.734)  0.314
H (2.136, 3.075, -2.941)  0.533
H (2.965, 1.992, -1.798)  0.184
H (1.917, 3.275, -1.184)  0.313
H (2.024, -0.077, -3.429)  -0.709
H (1.480, 1.315, -4.360)  0.828
H (-1.639, 0.434, -3.923)  -0.263
H (-1.719, -0.284, -5.541)  0.441
H (-0.926, 1.281, -5.307)  0.466
H (0.901, -2.282, -3.720)  -0.031
H (-0.593, -2.403, -4.643)  0.638
H (-1.239, -4.226, -2.867)  0.498
H (-1.607, -4.011, -1.150)  0.399
H (0.072, -4.004, -1.691)  0.351
H (-2.907, -2.378, -3.870)  0.501
H (-3.305, -0.828, -3.106)  0.327
H (-3.517, -2.338, -2.208)  0.441
H (0.921, 0.314, -6.502)  0.557
H (0.263, -1.300, -6.552)  0.536
H (2.419, -3.513, -4.952)  0.330
H (3.085, -2.238, -3.904)  -0.187
H (4.111, -3.051, -5.082)  0.429
H (3.573, 1.052, -5.976)  0.309
H (4.901, -0.104, -5.963)  0.422
H (3.915, 0.091, -4.514)  0.068
Se (2.263, 1.021, 1.078)  0.136
Te (4.536, -0.008, 1.146)  -0.222
Te (4.249, -0.992, -1.364)  -0.129
Se (2.050, -2.100, -0.866)  -0.050
O (-1.773, -3.760, 1.540)  -0.716
C (-1.577, -2.663, 1.086)  0.596
O (-0.402, -2.131, 0.852)  -0.106
C (-2.724, -1.769, 0.690)  0.300
C (-4.027, -2.186, 0.905)  -0.837
C (-5.059, -1.361, 0.497)  -1.055
C (-4.737, -0.167, -0.134)  -1.030
C (-3.406, 0.164, -0.310)  -0.924
N (-2.399, -0.608, 0.109)  2.136
H (-4.189, -3.139, 1.389)  0.637
H (-6.091, -1.640, 0.666)  0.519
H (-5.507, 0.500, -0.496)  0.530
H (-3.123, 1.084, -0.806)  0.271
O (-1.273, 1.797, 0.609)  -0.154
N (-0.231, 2.745, 0.554)  -0.269
C (0.176, 3.205, 1.663)  -1.323
C (-0.244, 2.956, 3.051)  0.231
C (-0.305, 4.102, 3.852)  -0.794
C (-0.636, 4.029, 5.189)  -0.939
C (-0.901, 2.793, 5.760)  -0.792
C (-0.832, 1.652, 4.983)  -0.987
C (-0.492, 1.697, 3.628)  0.452
P (-0.289, 0.051, 2.806)  2.103
C (1.154, -0.667, 3.711)  1.277
C (1.803, -0.015, 4.755)  -0.850
C (2.900, -0.596, 5.378)  -0.760
C (3.369, -1.833, 4.972)  -0.719
C (2.738, -2.487, 3.926)  -0.937
C (1.648, -1.908, 3.295)  -0.871
C (-1.694, -0.794, 3.621)  0.203
C (-1.566, -2.037, 4.231)  -0.399
C (-2.677, -2.656, 4.787)  -0.609
C (-3.917, -2.040, 4.743)  -0.718
C (-4.052, -0.796, 4.139)  -0.860
C (-2.949, -0.182, 3.573)  0.044
H (-1.897, 2.053, 1.309)  0.359
H (0.956, 3.949, 1.530)  0.458
H (-0.093, 5.066, 3.405)  0.538
H (-0.670, 4.929, 5.788)  0.426
H (-1.138, 2.717, 6.813)  0.471
H (-1.022, 0.690, 5.440)  0.674
H (1.479, 0.960, 5.087)  0.322
H (3.385, -0.069, 6.190)  0.452
H (4.226, -2.277, 5.461)  0.411
H (3.094, -3.453, 3.592)  0.503
H (1.176, -2.454, 2.496)  0.410
H (-0.602, -2.524, 4.281)  0.403
H (-2.568, -3.625, 5.257)  0.473
H (-4.780, -2.525, 5.179)  0.402
H (-5.018, -0.307, 4.107)  0.481
H (-3.057, 0.797, 3.117)  0.308

Net charge   +1
Energy relative to the best compared isomer or geometry (same formula, charge and spin)   19.08 kcal per mole
Max |F|   0.033 Eh/bohr
Frontier orbital gap   0.2269 hartree
Calculated total energy   -385605.648 eV